74
Properties=species:S:1:pos:R:3:forces:R:3 method="wB97M-V/def2-TZVPD" fmax_ev_per_a=0.53 total_charge=-1 e_homo_ev=-4.73
H -1.8326 -0.9347 -2.8818 0.0 0.0 0.0
H -1.6539 -6.1866 -0.4920 0.0 0.0 0.0
C -2.3325 1.1571 -2.5754 -0.1 0.0 -0.2
C -2.3223 5.9644 -0.4781 0.0 0.1 0.1
H -3.6095 5.6906 5.4735 0.0 0.0 0.0
H -0.0366 3.5378 0.3074 0.0 -0.1 0.0
C 1.8234 0.4218 1.1038 0.0 -0.1 0.1
H -2.6759 0.7639 -4.6820 0.0 0.0 0.0
H -0.3113 6.1258 0.0182 0.0 0.0 0.0
H -1.3013 1.4892 -2.6980 0.0 -0.1 0.0
H -0.2962 2.5066 -1.0657 0.1 0.0 0.1
H -1.7218 -0.4110 -1.2053 0.1 0.0 0.0
H 9.1345 -3.8682 -3.6187 0.0 0.0 0.0
H -0.7599 6.7761 -1.5591 0.0 0.0 0.0
C 9.3538 -4.5021 -2.7587 0.0 0.0 0.0
C -0.5094 4.6138 -1.5212 0.0 -0.1 0.0
O 2.6946 0.6980 1.9593 -0.1 0.1 -0.2
H -4.5018 5.8604 3.1578 0.0 0.0 0.0
C -2.2916 -3.4375 -0.3698 0.0 -0.1 0.2
H 8.8220 -4.6858 -0.6798 0.0 0.0 0.0
H -2.8905 4.4411 1.9743 0.0 0.0 0.0
H 10.4239 -4.4352 -2.5605 0.0 0.0 0.0
N 2.7002 -1.9450 1.1962 -0.3 -0.3 0.3
H -2.3653 -4.6855 1.3810 0.0 0.0 0.0
H -5.3329 5.3300 5.4045 0.0 0.0 0.0
C -4.1149 3.6973 5.7639 0.0 0.0 0.1
C 7.0367 -4.1839 -1.7471 0.1 0.0 0.1
C -3.6482 -0.8276 -1.8717 0.0 0.1 0.0
C 8.5501 -4.0694 -1.5385 0.1 0.0 -0.1
H 8.7964 -3.0383 -1.2802 0.0 0.0 0.0
N -4.7048 -1.2256 -1.6627 -0.1 0.0 0.0
C 0.4279 -1.5021 1.9160 0.1 -0.3 -0.1
N 0.2615 -3.6774 -0.8376 0.1 -0.1 -0.1
C -0.9157 5.9423 -0.8720 0.1 -0.1 -0.1
H -2.4450 -2.5111 0.1848 0.0 0.0 0.0
H 9.1266 -5.5343 -3.0328 0.0 0.0 0.0
C -2.7058 -5.9468 -0.3315 0.0 0.0 0.0
C -3.1026 1.3618 -3.8741 0.0 0.0 0.0
H -3.0705 2.4079 -4.1783 0.0 0.0 0.0
C 6.5740 -3.3386 -2.8444 -0.1 0.1 0.0
H -2.1148 5.1328 3.3986 0.0 0.0 0.0
C 1.5362 -1.0845 0.9390 0.0 -0.1 -0.1
H 0.1942 -2.5498 1.7083 0.0 0.0 0.0
H 1.1663 -1.2942 -0.0637 0.1 0.1 -0.1
N -3.4280 6.0017 -0.1704 -0.1 0.0 0.0
H 6.4941 -3.8822 -0.8496 0.0 0.0 0.0
N 6.2258 -2.6558 -3.6987 0.0 0.0 -0.1
H -0.4609 -0.9155 1.6782 0.0 0.1 0.0
H -3.1496 -6.7632 0.2387 0.0 0.0 0.0
H 1.6207 -1.7594 3.5594 0.1 0.1 0.0
H -1.6827 3.2632 -0.2836 0.0 0.1 0.0
I 4.0555 -1.8740 -0.3316 0.1 0.1 0.0
N 0.7151 -1.3742 3.3350 -0.5 -0.1 0.2
C -4.3465 4.9777 5.0989 0.0 0.0 -0.1
C -4.2608 4.8794 3.5710 0.1 0.0 -0.1
C -2.8938 4.4451 3.0619 0.0 0.0 0.0
H -3.1983 -5.9099 -1.3055 0.0 0.0 0.0
O 1.1059 1.1805 0.4109 0.0 0.1 0.1
C -0.6438 3.4188 -0.5885 -0.1 0.1 0.0
H -4.1509 1.0805 -3.7619 0.0 0.0 0.0
H 6.7560 -5.2146 -1.9718 0.0 0.0 0.0
H -2.6272 3.4427 3.3994 0.0 0.0 0.1
H -2.7700 1.7673 -1.7839 0.0 0.0 0.0
H -3.9176 -4.4289 0.6009 0.0 0.1 0.0
H 3.1803 -1.5182 1.9884 0.2 0.3 -0.2
C -0.8613 -3.5752 -0.6257 0.0 0.0 -0.1
H 0.6937 -0.4060 3.6210 0.3 0.1 -0.1
H -2.7978 -3.3418 -1.3305 -0.1 0.0 0.0
C -2.8613 -4.6255 0.4108 0.0 -0.1 0.0
H -5.0266 4.1891 3.2130 0.0 0.0 0.0
H -1.1055 4.4653 -2.4256 0.0 0.0 0.0
C -2.3038 -0.3066 -2.1231 0.0 0.1 0.0
H 0.5315 4.7024 -1.8372 0.0 0.1 0.0
N -3.9467 2.6937 6.2943 0.0 -0.1 0.0

---

68
Properties=species:S:1:pos:R:3:forces:R:3 method="wB97M-V/def2-TZVPD" fmax_ev_per_a=4.89 total_charge=+2 spin_multiplicity=5 relative_energy_kj_mol=0.0 e_homo_ev="-13.48 / -13.88"
H 1.0206 -3.1211 4.2197 -0.2 -0.4 -0.3
H -1.6651 -0.8119 2.9599 -0.3 -0.1 0.0
H 1.8924 1.2792 0.6933 0.1 0.0 -0.1
H 0.6313 3.4834 0.0178 0.0 0.2 -0.3
H 2.2344 -0.2464 -0.1227 0.0 0.1 0.0
C 0.5799 0.8423 -0.9300 -0.2 0.5 -0.6
H -3.3794 -0.3938 -2.3295 -0.7 -0.5 -0.5
H -2.1551 -1.5867 -2.6959 -0.2 0.2 -0.4
H -2.3561 -0.1537 -3.8193 -0.6 -0.3 0.2
H 0.6678 -1.9736 -0.3778 -0.1 0.1 -0.1
H -4.6098 -2.7061 3.9761 -0.1 0.0 -0.4
H -3.0006 1.9655 -3.2285 -0.2 0.2 -0.1
H -0.4912 -2.3572 -1.6716 0.1 0.0 0.1
C -2.3572 -0.5143 -2.7838 0.6 -0.8 0.1
H -2.7474 -1.3406 1.2573 1.1 -0.6 0.3
H -5.8816 -3.6928 3.2396 0.0 0.3 -0.2
C 0.5061 3.3686 -1.0693 0.1 0.3 -0.1
C 0.2917 -1.6648 -1.3594 0.2 -0.5 -0.1
C -5.4273 -3.2626 0.2517 0.3 -0.2 -0.6
H -6.1912 1.5845 2.3079 0.3 0.4 -0.6
H -1.3135 -1.5184 4.9516 -0.1 0.0 0.2
C -0.9939 -4.3232 1.5990 0.0 -0.4 -0.3
H -4.5448 2.2552 2.3479 -0.3 0.0 -0.3
H 1.1378 -3.8320 1.8420 -0.3 0.2 0.5
H -2.8107 -2.3688 5.1540 0.1 -0.1 -0.4
C 0.1390 -3.5325 3.7091 0.6 0.2 -0.7
Ru -3.2464 0.9877 -0.9572 3.2 1.5 -0.9
C -4.8884 -3.2647 3.0711 -0.9 -0.2 0.4
H -6.4498 -0.6892 1.3631 0.4 -0.3 0.4
C -2.0917 2.5014 -2.9351 -0.3 1.0 -0.8
H -1.1363 -2.5202 0.4845 -0.1 0.0 0.1
C -1.2917 1.6834 -2.0132 0.3 -1.8 -0.2
H -1.5488 2.6375 -3.8813 0.0 0.1 0.1
H -5.7393 2.9483 1.2198 0.0 0.2 -0.1
H -0.8004 -3.7500 5.5884 -0.3 -0.1 -0.5
H -1.6435 -5.0228 2.1310 0.1 0.0 0.1
H 2.6911 1.2893 -0.8829 -0.2 -0.1 0.1
H -6.5290 -0.0573 -0.8616 -0.2 0.3 -0.8
H -0.5792 -4.8811 0.7444 -0.3 0.0 0.2
C -5.3936 2.0330 1.6812 0.0 -0.5 0.3
H 1.5072 3.4682 -1.5254 -0.4 0.0 0.1
H -6.4373 1.7330 -1.2370 -0.1 -0.1 0.2
C -1.8383 -3.1911 0.9827 0.3 -0.7 -0.5
C -1.3766 0.2302 -1.9900 0.9 1.7 0.0
H -2.4533 -3.6133 0.1643 0.1 0.1 0.4
C -0.1705 -0.2611 -1.3713 0.0 0.4 0.2
H -1.7315 -4.4647 4.2309 0.3 0.3 0.2
C -5.3601 -0.6326 1.5578 0.1 0.3 -0.1
H -4.7553 -4.0914 -0.0268 -0.3 0.3 0.0
H -0.1478 4.1630 -1.4418 0.3 -0.1 0.1
H -4.1925 -4.1227 3.0054 -0.2 0.5 -0.2
C -5.8863 0.8058 -1.0890 0.0 -0.4 0.7
C -0.0602 2.0267 -1.3256 0.8 -0.7 0.5
C -2.6926 -2.2941 1.8830 -1.7 2.8 -3.6
C -1.9389 -2.2777 4.4811 0.6 -0.8 0.8
P -4.7906 0.8069 0.4379 -2.6 -0.3 2.7
C -2.1948 -1.7533 3.1311 0.4 1.0 0.5
P -4.6356 -2.2719 1.5416 0.9 -2.8 2.5
H 1.1329 -1.8101 -2.0569 -0.2 0.2 0.1
H -2.3939 3.4911 -2.5320 0.4 -0.7 -0.5
C 0.1995 -3.8747 2.4156 -0.1 0.3 0.2
H -6.3872 -3.6879 0.6057 0.6 0.3 0.1
C 1.9192 0.7860 -0.2843 0.2 0.0 0.3
H -5.2724 0.6231 -2.0043 -0.7 -0.1 0.4
I -2.6979 3.3153 0.1192 -0.6 -0.3 0.8
H -5.6403 -2.6509 -0.6344 0.2 -0.2 0.1
H -5.1996 -0.2863 2.5929 -0.1 0.1 -0.4
C -1.0984 -3.6086 4.5325 -0.8 0.0 0.6

---

77
Properties=species:S:1:pos:R:3:forces:R:3 method="wB97M-V/def2-TZVPD" fmax_ev_per_a=2.94 total_charge=-1 spin_multiplicity=5 relative_energy_kj_mol=38.0 e_homo_ev="-4.33 / -5.33"
H -5.3873 -5.0372 -1.0782 0.0 -0.2 0.1
N 1.3130 -1.7357 4.9922 0.1 0.0 0.0
C 1.4828 2.6920 0.1150 0.0 0.1 0.2
H -2.1500 -4.7415 -6.3260 0.2 -0.2 0.0
H 2.1923 -0.4380 -0.7419 -0.3 0.1 0.2
H -4.1605 -7.3696 -2.5649 -0.1 0.0 0.2
H -0.4981 -0.9986 -5.2103 0.1 0.2 0.2
H -3.3537 3.9383 0.1004 0.0 0.1 0.2
C -2.9485 -4.0399 -6.1089 0.2 0.3 0.5
C -4.7462 -4.4024 -1.6837 0.7 0.0 -0.2
H -0.0075 5.6813 0.6488 0.0 0.1 0.0
H 1.7034 1.3028 -3.0693 0.0 0.0 -0.1
H 2.2800 -6.0070 -2.0297 0.2 0.0 -0.2
H -3.7172 -6.5101 -4.0254 -0.1 0.1 -0.3
H 3.8438 2.7065 -1.1479 0.0 0.1 0.0
Si 0.6175 -4.5982 -3.3252 0.6 -0.5 -0.2
N 0.6487 -1.4643 1.5759 0.9 -1.3 0.1
N -1.2773 1.3707 -0.2555 -1.4 1.3 -0.1
Si -2.3465 -2.6731 -4.9058 -0.3 0.3 -0.8
Os -0.2317 -0.1697 0.3739 2.4 0.4 -1.6
C 1.6698 -1.5389 2.4736 -0.2 0.2 0.0
H 3.8664 1.3244 -0.0524 0.1 0.0 0.1
H -2.6262 3.8839 -1.7493 0.1 0.2 -0.2
H 3.8278 1.0561 -1.7974 0.0 -0.1 -0.1
C 1.3479 -5.4958 -1.8046 -0.4 0.4 -0.4
H -2.4999 -7.3860 -3.1190 0.2 -0.1 0.0
C -0.9873 -1.7192 -5.8571 -0.3 -0.3 0.5
H 1.5427 -4.7960 -0.9984 0.0 0.2 0.2
Si -1.4993 -3.5936 -2.8928 0.1 0.0 -0.1
H 0.5870 4.1764 -1.1621 0.0 0.0 -0.1
C 1.4046 3.2260 2.4753 0.0 0.0 0.1
H -3.5351 -0.7133 -3.9081 0.1 0.2 0.2
O -0.6064 -1.2807 2.0214 -0.8 0.1 0.7
H -4.6334 -3.4539 -1.1680 0.0 0.2 0.1
H -0.5290 -6.5805 -4.3699 -0.2 -0.2 0.1
C 3.4662 1.6962 -0.9930 -0.2 -0.1 0.1
C 1.3937 2.0624 -2.3541 -0.1 -0.2 0.2
H -3.2867 -3.6269 -7.0556 0.0 0.2 -0.1
H -3.0365 -6.3395 0.2753 -0.3 -0.1 0.0
C 0.2908 -5.9334 -4.6634 -0.1 0.5 0.4
H -4.0814 2.6382 -1.2294 -0.2 -0.1 0.0
H -2.0163 -4.9127 0.2707 0.1 0.2 0.1
Te -1.7419 -1.8673 -1.0374 -0.4 -0.5 -0.4
C 1.4759 -1.6452 3.8508 -0.5 0.0 0.6
Si -3.0269 -5.1871 -1.9919 -0.6 -0.6 0.6
C 0.5067 4.7596 0.8793 0.0 0.1 0.0
H 0.3077 2.0996 -2.3392 -0.1 0.0 -0.1
H -1.3802 -1.1821 -6.7157 -0.2 0.1 -0.1
H 1.1572 -6.5620 -4.8474 0.3 0.0 0.1
H 0.5505 5.1276 2.9852 -0.1 0.0 0.1
C 0.8468 3.8984 -0.1518 0.1 -0.2 -0.1
H -5.2645 -4.2112 -2.6181 -0.1 0.0 -0.3
C -3.8222 -1.5062 -4.5908 0.6 -0.4 0.1
H -3.7716 -4.6043 -5.6843 -0.2 -0.1 0.1
C 1.9581 -3.4390 -4.0465 -0.6 -0.2 0.3
H -0.2282 -2.4037 -6.2230 0.2 -0.2 -0.1
N 4.0993 -1.6188 1.7108 0.0 0.0 -0.2
C 1.9248 1.6995 -0.9563 -0.1 0.4 -0.2
H 0.6519 -6.2407 -1.4320 -0.2 -0.1 0.1
C 1.4083 0.3251 -0.5975 -0.9 -0.7 0.7
C 1.7425 2.3647 1.4481 0.2 0.1 0.0
H 2.2452 1.4345 1.6850 0.0 -0.1 0.0
H -4.6420 -2.0458 -4.1285 -0.2 -0.2 0.1
H 2.8741 -3.9731 -4.2829 0.1 -0.3 0.1
H -1.4472 -6.4006 -0.4568 0.2 -0.1 -0.1
C 0.7967 4.4369 2.1915 -0.1 0.1 0.0
C -2.3220 -5.7742 -0.3153 -0.1 0.3 -0.5
H -4.1995 -1.0451 -5.4990 0.1 0.0 -0.3
C -3.3839 -6.7646 -3.0252 0.4 0.6 0.1
H 2.2089 -2.6467 -3.3498 0.0 0.2 0.2
B -3.1172 3.2513 -0.8524 -0.2 0.3 -0.1
H 1.7828 3.0238 -2.6825 0.1 0.1 0.0
H 1.6050 2.9511 3.5016 0.1 0.0 0.0
H 1.6121 -2.9718 -4.9619 -0.1 0.1 -0.2
C -2.0674 2.2022 -0.4689 0.8 -0.8 0.1
H 0.0192 -5.4718 -5.6071 -0.1 0.1 -0.2
C 2.9870 -1.5883 2.0281 0.6 0.0 -0.4

---

76
Properties=species:S:1:pos:R:3:forces:R:3 method="wB97M-V/def2-TZVPD" fmax_ev_per_a=3.01 total_charge=0 spin_multiplicity=2 relative_energy_kj_mol=4.8 e_homo_ev="-5.97 / -8.27"
C -0.9988 0.4561 4.5235 -0.6 0.3 0.5
H -0.3906 6.1184 1.6661 -0.2 -0.2 0.1
N 2.7157 -1.7282 -0.6983 -0.1 -0.2 0.0
H -1.9640 0.1723 4.0838 0.3 0.0 0.0
C -0.9813 -5.5877 2.8732 -0.1 0.0 0.0
H 3.1522 -1.1806 -2.6609 -0.1 0.0 0.1
H 1.4698 -1.7263 -2.4006 0.2 0.1 0.2
H -0.2886 -4.8445 -0.8611 0.0 0.1 -0.2
H -1.9676 5.9191 -5.6472 0.1 -0.1 0.0
H 0.8042 -5.1422 -3.1369 0.0 0.0 0.0
H -3.1471 -5.6976 2.7100 0.3 0.2 0.0
H 1.9713 4.9347 -4.9806 -0.2 -0.1 0.3
H 1.6687 5.4918 -3.3154 0.0 -0.1 -0.2
H -1.8196 5.0439 1.4797 0.3 0.2 0.3
H -1.3373 5.6399 3.1110 0.1 -0.1 -0.3
H 1.1660 -5.2724 2.7989 -0.4 0.1 0.0
H -3.2552 -3.8374 1.0213 0.0 -0.1 0.2
H 0.7309 4.6185 4.1291 0.0 -0.1 0.0
H -1.2796 3.0473 0.9555 0.2 0.1 0.0
H 1.2208 -1.9726 4.6710 0.0 0.3 -0.2
H -0.9095 1.5470 4.3703 0.1 -0.4 0.0
C -1.5122 4.2637 -2.8378 0.3 0.1 0.1
H -0.3005 6.1788 -6.1866 -0.1 -0.1 0.1
O -0.3932 -1.4453 0.1148 -0.3 -1.0 -0.5
H 1.9700 -0.1067 -1.8324 0.1 -0.3 0.0
N -0.1368 4.1272 2.2935 0.6 -0.1 -0.1
C 0.1846 -4.9365 2.4478 -0.3 0.2 -0.3
C -1.3048 -2.5090 -0.1075 0.5 0.9 0.6
H -2.5910 -1.9537 -2.6109 0.3 0.0 0.0
H 1.6200 3.3510 3.2211 -0.3 0.2 -0.2
Cl -0.3300 1.3088 -1.4278 0.1 0.7 -1.2
H 1.7033 5.0719 2.7378 -0.1 -0.2 -0.1
H -0.3969 -4.0773 -3.8737 0.0 -0.2 0.1
H -2.3324 -2.1063 -0.0835 0.1 0.0 0.2
H -2.5515 4.1653 -3.1893 0.3 0.1 0.1
C -0.9290 5.9820 -5.3124 -0.1 -0.1 -0.3
H 0.8028 -0.7371 5.8707 0.3 -0.1 -0.3
C -2.2381 -5.1803 2.3922 0.4 -0.1 0.1
O 0.4196 2.0428 1.5325 -1.0 2.4 0.6
H 0.9942 -3.3897 1.1599 -0.2 0.0 0.0
H -0.9121 -6.4334 3.5712 0.0 0.4 -0.3
C -1.1517 -3.5351 1.0046 -0.1 0.5 -0.4
C -2.3121 -4.1447 1.4628 0.3 -0.5 0.2
C -0.9676 5.3061 2.1298 -0.4 0.0 -0.1
C 2.4331 -1.1449 0.4565 -0.9 1.5 -0.2
Si -0.3813 4.4750 -4.3212 -0.1 0.0 0.4
Cl -2.3304 0.4667 1.2746 -1.6 0.5 0.4
H 3.6740 -3.3465 0.2276 -0.1 0.1 -0.4
H 1.8868 3.7507 -3.6440 0.0 0.2 -0.1
Cl -0.5784 2.5476 -5.1511 0.0 0.6 -0.4
H 2.7496 -1.6874 1.3733 -0.1 0.2 -0.5
H -1.4475 5.0920 -2.1183 -0.1 -0.1 -0.2
C -0.3538 3.0502 1.5456 1.0 -1.4 0.2
H -0.9955 0.2500 5.6093 -0.2 0.3 -0.6
Ti -0.1673 0.2992 0.5859 -0.1 -1.4 0.8
C 0.1267 -0.2911 3.8856 0.1 -0.1 -1.6
C 1.0556 4.2847 3.1406 -0.2 0.0 -0.1
C -1.4935 -2.0328 -2.5623 0.0 0.1 -0.2
C 2.2982 -1.1410 -1.9769 0.0 0.0 0.1
H 2.4659 -3.8080 -1.0090 0.2 0.3 0.0
O 1.8362 -0.0307 0.5344 2.5 -1.7 -0.1
H -0.8734 -5.6590 -3.2507 0.1 0.1 0.0
C 3.2563 -3.0821 -0.7555 0.0 -0.1 0.3
H -1.2409 3.3308 -2.3229 -0.1 0.3 -0.1
H -1.1266 -2.3262 -3.5489 -0.2 0.1 0.1
C 1.1254 -0.8900 4.8320 0.2 -0.4 0.6
H -1.1117 -1.0251 -2.3400 -0.1 -0.3 0.0
C -0.2301 -4.7904 -3.0619 0.1 -0.3 -0.4
H -0.8618 6.8779 -4.6763 0.1 -0.3 0.0
C -0.5101 -4.2098 -1.7208 -0.4 0.4 0.0
C 1.4656 4.6860 -4.0346 -0.1 -0.2 0.2
C -1.0831 -3.0174 -1.5082 0.5 -0.5 0.1
O 0.2618 -0.4239 2.6655 0.2 0.0 2.1
C 0.0974 -3.8859 1.5175 -0.3 -0.7 0.4
H 4.0477 -3.1367 -1.5145 -0.2 0.0 0.2
H 2.1101 -0.4239 4.6995 -0.2 -0.1 -0.1